{
  "formula": "C20H26ClNO3",
  "method": "ωB97M-V/def2-TZVPD",
  "species": ["C", "H", "O", "C", "C", "C", "C", "C", "O", "C", "N", "C", "H", "C", "C", "H", "O", "H", "H", "C", "C", "C", "H", "H", "H", "H", "H", "H", "C", "C", "C", "C", "C", "C", "C", "H", "H", "H", "Cl", "H", "H", "H", "H", "H", "H", "H", "H", "H", "H", "H", "H"],
  "positions_angstrom": [[2.225149, 1.295745, 1.921724], [1.773879, 0.978973, 2.869560], [2.259934, 2.596283, 1.646929], [1.068036, 3.438438, 2.046720], [-0.204558, 3.266832, 1.122064], [-0.335506, 3.662928, -0.011242], [-1.431988, 2.946206, -0.289462], [-1.822619, 2.068936, 0.425086], [-0.884339, 2.241224, 1.437149], [-2.864743, 0.927837, 0.672009], [-2.073105, -0.486000, 0.444911], [-1.277368, -0.464423, -0.747066], [-2.068134, -0.027382, -1.461171], [-0.850277, -2.048031, -0.873777], [-2.178184, -2.758342, -1.401345], [-2.360322, -2.413024, -2.172501], [-3.293928, -2.795766, -0.283339], [-3.266667, -1.909292, 0.026794], [-1.839960, -3.977530, -1.547443], [-0.160107, -2.563404, 0.492352], [-1.167000, -2.233851, 1.575470], [-1.340097, -0.851496, 1.823999], [-2.128722, -0.775127, 2.583517], [-0.492466, -0.266509, 2.048161], [-2.059209, -2.926457, 1.272896], [-0.657033, -2.670109, 2.534199], [-0.169630, -3.488742, 0.412257], [0.741958, -2.105426, 0.468999], [0.201340, -1.956569, -1.911708], [1.303860, -1.146159, -1.723264], [1.314121, 0.166302, -2.299200], [2.306935, 1.126834, -2.037732], [3.518520, 0.510940, -1.337705], [3.480526, -0.676767, -0.916800], [2.454660, -1.543590, -1.164726], [2.638642, -2.801341, -1.010165], [4.346849, -1.130077, -0.645989], [4.477651, 1.119466, -0.941341], [2.325720, 2.688355, -2.432083], [0.604994, 0.601680, -2.696267], [-0.415954, -1.759813, -2.751554], [0.693067, -3.048352, -2.009059], [-0.403556, 0.183885, -0.417408], [-3.376510, 1.101203, 1.705651], [-3.460002, 1.121710, -0.262146], [-2.176511, 2.884866, -1.378066], [0.072676, 4.323326, -0.561786], [0.688799, 3.188961, 3.206532], [1.382656, 4.475456, 1.828126], [3.360682, 1.005809, 1.670429], [1.517837, 0.901387, 1.048814]],
  "atomic_forces_ev_per_a": [[0.3, -3.2, -3.4], [0.5, 0.1, 0.2], [-1.9, 5.6, 1.1], [-0.9, -1.0, 0.7], [9.2, -1.9, 11.5], [-2.9, 1.5, -5.3], [-5.8, 4.9, -17.1], [-2.7, -8.3, 9.5], [-2.5, -3.9, 4.3], [2.7, 0.5, -1.8], [-3.1, 3.5, 4.6], [-0.2, -0.6, 2.5], [2.0, -0.7, -0.1], [-1.0, 2.4, 1.2], [5.1, -9.7, 16.4], [-4.3, 6.1, -13.2], [1.8, -1.8, -4.2], [0.2, 1.9, 0.8], [-1.3, 3.4, 0.3], [-5.4, 7.9, -1.8], [2.7, -5.8, 2.3], [-4.5, 1.3, -2.9], [0.3, 0.7, -0.1], [1.1, 0.7, 0.1], [1.3, 2.0, 1.3], [-1.1, 0.3, -1.1], [0.7, -8.7, -0.8], [2.9, 1.2, 0.8], [-1.5, -6.6, -1.4], [2.2, 4.1, -1.5], [7.4, -1.2, 5.0], [3.0, -6.7, 2.6], [0.1, 9.4, -1.3], [-0.5, -5.1, 0.3], [0.1, -5.4, 0.7], [-0.7, 3.9, 0.0], [2.5, -1.0, 1.5], [-2.4, -0.8, -1.6], [-0.3, 3.1, -1.0], [-7.8, 3.2, -4.2], [0.3, 0.4, -1.7], [-1.4, 1.8, -0.2], [-0.6, -0.4, -1.7], [0.9, -0.8, -2.1], [-0.5, -0.8, 1.2], [2.5, 1.0, 2.7], [3.0, 4.6, -3.4], [1.4, 0.8, -3.0], [0.2, -0.6, 0.9], [-2.7, -0.3, 1.1], [1.4, -0.6, 1.7]],
  "nbo_charge": [-0.23, 0.17, -0.55, -0.10, 0.30, -0.35, -0.19, 0.20, -0.44, -0.26, -0.49, -0.30, 0.22, 0.03, 0.02, 0.10, -0.75, 0.49, 0.16, -0.39, -0.42, -0.24, 0.20, 0.21, 0.27, 0.19, 0.19, 0.21, -0.44, -0.04, -0.20, -0.09, -0.18, -0.28, -0.16, 0.20, 0.21, 0.22, 0.10, 0.19, 0.22, 0.20, 0.21, 0.25, 0.21, 0.16, 0.23, 0.19, 0.20, 0.20, 0.14],
  "e_tot_ev": -41300.9966,
  "de_lowest_ev": 17.0912,
  "mol_weight_g_mol": 363.9,
  "orbital_gap_ev": 9.2
}


{
  "formula": "C20H26CoN2O2Si",
  "method": "ωB97M-V/def2-TZVPD",
  "species": ["C", "C", "C", "H", "C", "C", "H", "H", "H", "H", "Co", "C", "H", "H", "H", "Si", "C", "C", "H", "C", "H", "C", "H", "C", "H", "C", "H", "C", "C", "H", "C", "H", "C", "H", "C", "H", "C", "H", "H", "H", "C", "O", "C", "O", "N", "N", "H", "H", "H", "H", "H", "H"],
  "positions_angstrom": [[0.828601, 2.212265, 4.134946], [1.271100, 2.297173, 2.763273], [0.114570, 2.333085, 1.897280], [2.287182, 2.348161, 2.438667], [-1.081593, 2.230538, 2.760418], [-0.613891, 2.148520, 4.132392], [-1.238181, 2.063736, 4.997976], [1.461986, 2.187915, 4.999151], [0.086220, 2.562260, 0.836874], [-2.090626, 2.347798, 2.401012], [-0.529358, 0.261406, 1.991716], [-0.336883, -0.786419, -0.056651], [-1.245325, -0.229545, -0.368173], [-0.463227, -1.583295, 0.635660], [0.558746, -0.191429, 0.064105], [-0.235082, -1.131302, -2.445187], [1.326620, -1.105846, -3.451416], [2.106177, 0.083137, -3.342627], [1.712722, 0.953981, -2.816127], [3.393117, 0.117413, -3.877459], [3.992487, 1.044728, -3.795585], [3.941028, -0.988013, -4.524146], [4.957637, -0.939892, -4.948501], [3.158777, -2.134509, -4.635718], [3.577802, -3.009998, -5.167124], [1.882334, -2.212166, -4.115597], [1.302194, -3.135542, -4.191124], [-1.383064, 0.103113, -3.270860], [-1.180592, 0.614153, -4.582248], [-0.377701, 0.180098, -5.206203], [-1.961873, 1.657623, -5.067713], [-1.765754, 2.066314, -6.089156], [-2.990252, 2.197211, -4.295851], [-3.592303, 3.037546, -4.673169], [-3.271585, 1.633727, -3.054798], [-4.128449, 2.016359, -2.449081], [-2.511276, 0.587027, -2.543563], [-2.751811, 0.121306, -1.580591], [0.551606, -1.259497, -1.055807], [-1.085424, -2.409991, -1.993044], [-1.092236, -2.049317, 6.602838], [-1.824416, -1.673386, 5.366597], [-1.117891, -1.224389, 4.342450], [-1.676809, -0.717080, 3.324048], [0.219028, -1.293513, 4.448429], [0.955733, -0.865324, 3.261462], [-0.745974, -3.094485, 6.535779], [-1.865399, -1.944837, 7.383791], [-0.247724, -1.367383, 6.821298], [0.632528, -2.009819, 5.048541], [1.764256, -0.337445, 3.602415], [1.322230, -1.712171, 2.806405]],
  "atomic_forces_ev_per_a": [[-1.6, -0.1, -2.0], [-1.9, -0.1, 0.9], [-0.4, -0.3, 1.5], [0.4, 0.1, -0.2], [2.0, -0.1, 0.1], [1.6, 0.2, -1.7], [-0.2, 0.0, 0.3], [0.2, 0.0, 0.2], [0.1, 0.1, 0.2], [-0.2, 0.2, 0.2], [0.4, 0.6, 0.9], [-0.4, 1.8, 1.3], [0.7, -0.5, 0.0], [-0.2, -1.1, 0.2], [-0.1, 0.7, 0.8], [-0.7, -2.3, -1.6], [0.7, 0.1, -0.3], [-0.1, -1.0, -0.2], [0.1, -0.1, -0.2], [0.3, 0.9, 0.1], [-0.5, -0.6, 0.0], [-0.2, 0.1, 0.0], [-0.7, -0.1, 0.3], [0.9, -0.8, -0.8], [-0.3, 0.6, 0.4], [-0.5, 0.3, 0.5], [0.3, 0.2, -0.1], [-1.0, 0.9, 0.7], [0.7, -0.5, 0.7], [-0.5, 0.4, 0.4], [0.0, 0.3, -0.9], [-0.2, -0.5, 1.0], [0.0, 0.0, -0.1], [0.4, -0.5, 0.2], [-1.0, 0.2, 0.9], [0.8, -0.3, -0.6], [1.0, -0.1, -0.7], [-0.1, 0.4, -0.3], [-0.4, 0.2, -0.9], [0.9, 1.1, -1.1], [-0.7, 0.2, 0.1], [1.0, 0.2, 0.1], [-1.5, 0.8, -1.3], [0.4, -1.4, 2.2], [1.4, -0.1, -1.1], [-0.1, -1.0, 1.1], [-0.2, 0.4, -0.1], [0.6, -0.2, -0.4], [-0.6, -0.2, -0.2], [0.0, 0.5, -0.4], [-0.4, 0.2, -0.2], [-0.2, 0.3, 0.1]],
  "nbo_charge": [-0.33, -0.25, -0.49, 0.22, -0.46, -0.23, 0.22, 0.22, 0.24, 0.25, 1.35, -1.06, 0.26, 0.24, 0.24, 1.26, -0.52, -0.16, 0.20, -0.22, 0.22, -0.20, 0.23, -0.20, 0.22, -0.21, 0.22, -0.52, -0.12, 0.22, -0.23, 0.23, -0.18, 0.23, -0.21, 0.23, -0.20, 0.20, 0.08, -0.14, -0.29, -0.45, 0.92, -0.72, -0.48, -0.69, 0.20, 0.24, 0.21, 0.41, 0.42, 0.38],
  "e_tot_ev": -73729.3924,
  "de_lowest_ev": 1.7124,
  "total_charge": 1,
  "multiplicity": 5,
  "mol_weight_g_mol": 413.5,
  "orbital_gap_ev": [6.3, 7.8]
}


{
  "formula": "C20H26FN3O3S",
  "method": "ωB97M-V/def2-TZVPD",
  "species": ["C", "C", "C", "C", "N", "C", "O", "C", "C", "C", "N", "O", "C", "H", "H", "S", "C", "C", "C", "C", "C", "C", "H", "H", "F", "H", "H", "C", "O", "N", "H", "C", "C", "H", "C", "C", "H", "H", "H", "H", "H", "H", "H", "H", "H", "H", "H", "H", "H", "H", "H", "H", "H", "H"],
  "positions_angstrom": [[-4.844474, -0.595889, -1.278094], [-5.939817, -0.542420, -0.219163], [-5.831253, 0.653986, 0.727722], [-4.563995, 0.663782, 1.585685], [-3.424044, 1.195233, 0.874805], [-2.271226, 0.531360, 0.724521], [-2.065103, -0.585424, 1.180580], [-1.252128, 1.282472, -0.046590], [-0.061071, 0.947993, -0.656321], [0.390067, 2.200566, -1.193714], [-0.461734, 3.149970, -0.914437], [-1.477877, 2.603512, -0.218706], [1.664513, 2.470942, -1.884867], [1.571506, 3.313546, -2.565623], [2.031429, 1.576374, -2.384940], [2.921633, 3.000287, -0.646057], [2.973438, 1.493662, 0.312687], [3.743242, 0.426629, -0.122892], [3.743377, -0.755679, 0.592453], [2.969129, -0.840071, 1.735787], [2.206358, 0.219338, 2.192353], [2.214280, 1.398026, 1.468862], [1.633710, 2.246537, 1.798558], [1.616857, 0.112812, 3.089047], [2.955102, -1.997616, 2.430069], [4.324470, -1.605095, 0.271176], [4.327598, 0.519864, -1.024308], [0.615051, -0.357851, -0.897462], [1.424616, -0.478094, -1.804502], [0.283312, -1.338036, -0.049545], [-0.491083, -1.199389, 0.598076], [0.756115, -2.693220, -0.217550], [-0.378077, -3.613677, -0.671921], [-0.707043, -3.308515, -1.667799], [0.028864, -5.086006, -0.693209], [1.093714, -5.395027, -1.738946], [0.767352, -5.065585, -2.722780], [1.281502, -6.465523, -1.780519], [2.029206, -4.896061, -1.502125], [0.395322, -5.371679, 0.295211], [-0.859187, -5.686556, -0.903145], [-1.219236, -3.484062, 0.014021], [1.156878, -3.046591, 0.737216], [1.556355, -2.663187, -0.959006], [-3.510317, 2.118727, 0.476797], [-4.300669, -0.347998, 1.900737], [-4.732036, 1.277058, 2.478159], [-5.878778, 1.582044, 0.152408], [-6.691800, 0.638848, 1.399001], [-5.917655, -1.463745, 0.366107], [-6.911243, -0.490849, -0.716210], [-3.880739, -0.827467, -0.834101], [-4.769902, 0.352992, -1.805750], [-5.069399, -1.372054, -2.005791]],
  "atomic_forces_ev_per_a": [[-0.2, -0.1, 0.1], [0.1, 0.3, -0.1], [0.1, -0.3, 0.1], [-0.3, 0.0, 0.2], [-0.1, 0.2, -0.1], [-0.2, 0.3, 0.0], [0.0, -0.2, 0.0], [1.1, -0.1, -0.5], [-0.9, 0.5, 0.2], [-0.7, -0.4, 0.3], [0.8, 0.6, -0.7], [-0.5, -0.7, 0.5], [0.5, 0.3, 0.2], [0.0, 0.0, -0.1], [-0.1, 0.2, -0.1], [0.0, -0.2, -0.1], [0.1, 0.6, -0.3], [0.0, 0.0, 0.2], [0.0, -0.2, 0.2], [0.0, 0.2, 0.0], [0.1, -0.2, 0.1], [0.1, -0.1, 0.1], [-0.1, 0.1, 0.0], [-0.1, 0.0, 0.1], [0.0, 0.0, 0.0], [0.0, -0.1, 0.0], [0.0, 0.0, -0.1], [-0.1, -0.2, 0.3], [0.0, 0.0, -0.3], [-0.1, -0.2, 0.1], [0.1, 0.2, -0.1], [0.0, -0.1, -0.2], [0.2, -0.1, 0.2], [-0.1, 0.1, 0.0], [-0.1, 0.2, -0.2], [-0.1, 0.0, 0.2], [0.0, 0.0, -0.1], [0.1, -0.1, -0.1], [0.2, 0.0, 0.0], [-0.1, -0.1, 0.1], [0.0, 0.0, 0.1], [-0.1, 0.0, 0.0], [0.1, 0.0, -0.1], [0.0, -0.1, 0.2], [0.1, -0.1, 0.0], [0.0, 0.1, 0.1], [0.0, -0.1, 0.0], [-0.1, 0.1, 0.0], [0.0, 0.1, 0.0], [-0.1, 0.0, 0.0], [0.0, -0.1, 0.0], [0.1, 0.0, 0.0], [0.1, 0.1, -0.1], [0.0, -0.1, -0.1]],
  "nbo_charge": [-0.61, -0.39, -0.40, -0.23, -0.58, 0.64, -0.64, 0.22, -0.19, 0.16, -0.10, -0.28, -0.56, 0.25, 0.28, 0.23, -0.21, -0.17, -0.31, 0.48, -0.31, -0.20, 0.23, 0.23, -0.34, 0.23, 0.23, 0.66, -0.65, -0.60, 0.44, -0.24, -0.40, 0.20, -0.39, -0.61, 0.20, 0.21, 0.20, 0.19, 0.20, 0.20, 0.20, 0.23, 0.41, 0.23, 0.20, 0.19, 0.21, 0.20, 0.20, 0.21, 0.20, 0.21],
  "e_tot_ev": -45327.8928,
  "de_lowest_ev": 0.2057,
  "mol_weight_g_mol": 407.5,
  "orbital_gap_ev": 8.8,
  "smiles": "CCCCNC(=O)c1onc(CSc2ccc(F)cc2)c1C(=O)NCCCC"
}


{
  "formula": "C20H26FN5O3",
  "method": "ωB97M-V/def2-TZVPD",
  "species": ["C", "C", "C", "N", "C", "O", "C", "N", "N", "C", "C", "C", "C", "C", "N", "C", "C", "C", "C", "C", "N", "C", "C", "O", "C", "O", "C", "C", "F", "H", "H", "H", "H", "H", "H", "H", "H", "H", "H", "H", "H", "H", "H", "H", "H", "H", "H", "H", "H", "H", "H", "H", "H", "H", "H"],
  "positions_angstrom": [[-0.064107, 2.059763, 2.634956], [-0.365581, 1.173520, 1.434579], [-0.088810, -0.281323, 1.805814], [-0.393587, -1.162268, 0.688392], [-1.483374, -1.963707, 0.737155], [-2.190200, -2.080887, 1.725809], [-1.840267, -2.686570, -0.528857], [-1.493315, -3.944222, -0.724661], [-2.013219, -4.252468, -1.921214], [-2.676476, -3.228234, -2.490572], [-2.584092, -2.167634, -1.617848], [-3.087136, -0.798865, -1.779880], [-3.077489, -0.165123, -3.019818], [-3.503778, 1.150014, -3.110086], [-3.923950, 1.864851, -2.069098], [-3.944596, 1.249915, -0.888628], [-3.547816, -0.063389, -0.690208], [0.418111, -0.913478, -0.489551], [0.241955, 0.531122, -0.959682], [0.331400, 1.618746, 0.125624], [1.664708, 2.264340, 0.307025], [1.540397, 3.725371, 0.327379], [2.799761, 1.877653, -0.380406], [3.412285, 2.637173, -1.105719], [3.394118, 0.494410, -0.186267], [3.035100, -0.095405, 1.038185], [3.725237, -1.308145, 1.263240], [3.568847, -1.718837, 2.699436], [4.300084, -0.869853, 3.518434], [1.010304, 2.095734, 2.823602], [-0.423697, 3.079364, 2.499162], [-0.556031, 1.658821, 3.522370], [-1.440446, 1.228534, 1.221868], [0.959438, -0.401282, 2.081081], [-0.714557, -0.576482, 2.644307], [-1.902554, -5.186228, -2.273836], [-3.171349, -3.325400, -3.442355], [-2.712475, -0.677383, -3.901082], [-3.494062, 1.659868, -4.067578], [-4.299994, 1.839403, -0.049883], [-3.603168, -0.506465, 0.295925], [1.451035, -1.127826, -0.226456], [0.134336, -1.597595, -1.286525], [0.930450, 0.752145, -1.779322], [-0.761582, 0.604700, -1.385856], [-0.279173, 2.438089, -0.265100], [2.479603, 4.167708, 0.649549], [1.294625, 4.124397, -0.661327], [0.760823, 4.002654, 1.029837], [3.113897, -0.137570, -1.041839], [4.476852, 0.640195, -0.240481], [3.330015, -2.106182, 0.617021], [4.791799, -1.188479, 1.039145], [2.525531, -1.673470, 3.015524], [3.946152, -2.733719, 2.838726]],
  "atomic_forces_ev_per_a": [[0.0, 0.0, 0.0], [0.0, 0.0, 0.0], [0.0, 0.0, 0.0], [0.0, 0.0, 0.0], [0.0, 0.0, 0.1], [0.0, 0.0, 0.0], [0.0, 0.0, 0.0], [0.0, 0.0, 0.0], [0.0, 0.0, 0.0], [0.0, 0.0, 0.0], [0.0, 0.0, 0.0], [0.0, 0.0, 0.0], [0.0, 0.0, 0.0], [0.0, 0.0, 0.0], [0.0, 0.0, 0.0], [0.0, 0.0, 0.0], [0.0, 0.0, 0.0], [0.0, 0.0, 0.0], [0.0, 0.0, 0.0], [0.0, -0.1, 0.1], [0.0, 0.2, -0.1], [0.0, 0.0, 0.0], [-0.1, -0.1, -0.2], [0.1, 0.1, 0.2], [0.0, -0.1, 0.0], [0.1, 0.0, 0.0], [0.0, 0.0, 0.0], [0.0, 0.0, 0.0], [0.0, 0.0, 0.0], [0.0, 0.0, 0.0], [0.0, 0.0, 0.0], [0.0, 0.0, 0.0], [0.0, 0.0, 0.0], [0.0, 0.0, 0.0], [0.0, 0.0, 0.0], [0.0, 0.0, 0.0], [0.0, 0.0, 0.0], [0.0, 0.0, 0.0], [0.0, 0.0, 0.0], [0.0, 0.0, 0.0], [0.0, 0.0, 0.0], [0.0, 0.0, 0.0], [0.0, 0.0, 0.0], [0.0, 0.0, 0.0], [0.0, 0.0, 0.0], [0.0, 0.0, 0.0], [0.0, 0.0, 0.0], [0.0, 0.0, 0.0], [0.0, 0.0, 0.0], [0.0, 0.0, 0.0], [0.0, 0.0, 0.0], [0.0, 0.0, 0.0], [0.0, 0.0, 0.0], [0.0, 0.0, 0.0], [0.0, 0.0, 0.0]],
  "nbo_charge": [-0.61, -0.23, -0.23, -0.43, 0.67, -0.62, 0.06, -0.24, -0.32, -0.02, -0.17, 0.00, -0.25, 0.04, -0.42, 0.04, -0.27, -0.22, -0.43, -0.01, -0.48, -0.40, 0.68, -0.59, -0.16, -0.54, -0.10, 0.04, -0.36, 0.22, 0.21, 0.22, 0.21, 0.21, 0.24, 0.41, 0.22, 0.22, 0.19, 0.20, 0.25, 0.20, 0.22, 0.22, 0.23, 0.21, 0.22, 0.19, 0.20, 0.18, 0.21, 0.18, 0.19, 0.18, 0.17],
  "e_tot_ev": -37472.1257,
  "de_lowest_ev": 0.9895,
  "mol_weight_g_mol": 403.5,
  "orbital_gap_ev": 9.7,
  "smiles": "C[C@@H]1CN(C(=O)c2n[nH]cc2-c2ccncc2)CC[C@@H]1N(C)C(=O)COCCF"
}